[1]
10 unconnected molecules or ions with the total composition C42H112N8O12 in a non-equilibrium geometry, computed with wB97M-V/def2-TZVPD.

The geometry in XYZ format:
```
174
Properties=species:S:1:pos:R:3:forces:R:3
C -2.680 1.458 -3.713 -1.2 0.4 1.0
C -3.221 2.019 -2.338 -0.5 -0.5 -3.5
C -4.622 1.444 -2.103 0.7 0.4 -0.1
O -2.385 1.624 -1.337 1.3 -0.2 1.1
H -3.579 1.287 -4.304 0.2 -0.2 -0.4
H -2.184 0.503 -3.538 0.2 0.1 -0.2
H -2.083 2.210 -4.229 0.3 -0.4 0.1
H -3.159 3.093 -2.510 -0.6 0.3 0.5
H -4.443 0.370 -2.055 -0.3 -0.1 0.5
H -5.324 1.578 -2.926 0.0 0.4 0.1
H -4.979 1.880 -1.170 -0.4 -0.4 0.0
H -2.412 2.318 -0.674 0.1 -0.2 0.8
C -8.040 -0.675 3.450 0.9 0.2 0.6
C -8.151 0.297 4.634 0.5 -0.1 -1.9
C -6.926 1.225 4.795 -0.2 -0.1 0.0
O -9.100 1.263 4.234 -1.4 0.7 0.1
H -7.316 -1.466 3.648 0.1 0.0 -0.1
H -7.685 -0.060 2.623 -0.1 -0.3 -0.3
H -8.990 -1.163 3.237 -0.1 0.1 -0.1
H -8.560 -0.265 5.474 0.6 0.3 0.6
H -7.216 1.917 5.586 0.7 -0.1 0.3
H -6.841 1.859 3.912 -0.6 -0.1 -0.3
H -5.907 0.842 4.827 -0.3 -0.6 0.9
H -9.777 0.832 3.707 -0.1 0.0 0.1
C -2.380 3.061 4.673 0.3 0.2 -0.2
O -1.883 3.725 3.489 -0.5 -2.0 0.6
C -1.726 5.091 3.433 -0.3 1.0 -0.5
C -1.301 5.522 1.976 1.0 0.8 1.7
N 0.150 5.656 1.864 -1.1 -1.1 1.3
C 0.693 4.297 1.981 2.4 1.0 -2.5
C 2.053 4.269 1.187 0.0 -0.2 1.1
O 1.895 4.214 -0.211 -1.0 -0.3 -0.8
C 2.983 4.619 -1.050 -0.5 1.2 2.2
H -1.838 2.122 4.784 0.0 -0.1 -0.3
H -3.447 2.840 4.644 -0.2 0.0 -0.6
H -2.267 3.538 5.646 0.5 0.8 -0.2
H -1.061 5.384 4.245 0.5 0.5 -0.3
H -2.656 5.640 3.585 -0.6 -0.1 0.4
H -1.699 6.525 1.826 -0.4 -0.2 -0.3
H -1.692 4.766 1.295 -0.2 0.1 -0.2
H 0.440 6.245 1.096 0.1 -0.7 -0.3
H 0.020 3.571 1.524 -0.1 -0.2 0.1
H 0.941 3.977 2.994 -0.3 0.3 0.2
H 2.642 3.451 1.601 0.1 -0.6 -0.4
H 2.639 5.132 1.504 -0.1 0.6 -0.2
H 2.691 4.636 -2.100 0.1 -1.1 0.1
H 3.879 4.122 -0.678 0.2 -0.4 -1.0
H 3.134 5.681 -0.859 0.3 0.5 0.2
C -4.065 3.348 1.398 -2.4 2.1 0.3
O -3.112 2.393 1.259 -0.2 -0.7 0.2
C -3.537 1.062 1.563 1.4 -0.5 0.5
C -2.186 0.331 1.813 -1.0 -0.9 -1.2
N -2.059 -0.753 0.815 -0.1 -1.3 0.8
C -0.880 -1.599 1.051 1.2 2.3 -0.8
C 0.358 -0.751 0.598 0.7 -0.5 1.4
O 1.159 -1.218 -0.423 0.6 -1.5 -3.0
C 0.590 -1.184 -1.770 0.2 0.3 1.4
H -4.855 3.375 0.647 -0.1 -0.6 -0.8
H -3.722 4.383 1.387 0.9 -0.2 -0.1
H -4.671 3.340 2.304 0.3 -0.6 0.7
H -4.213 0.615 0.835 0.7 0.0 -1.0
H -4.159 0.862 2.435 0.0 1.4 0.8
H -2.185 -0.112 2.809 -0.1 -0.3 0.0
H -1.356 1.038 1.825 -0.1 0.3 -0.3
H -1.983 -0.426 -0.138 -0.3 0.6 0.0
H -0.816 -2.540 0.506 -0.6 -0.1 0.0
H -0.719 -1.769 2.115 -0.5 -0.2 0.0
H 1.049 -0.821 1.439 0.2 0.5 0.2
H 0.175 0.303 0.386 -0.7 0.2 0.3
H -0.022 -2.058 -1.992 -0.5 0.1 0.3
H 1.348 -1.214 -2.553 0.6 0.2 0.5
H 0.063 -0.233 -1.843 -0.4 -0.1 -0.3
C 3.427 4.022 -5.841 1.0 -0.4 0.3
C 3.824 2.914 -4.813 -0.6 0.6 -0.7
C 3.134 1.571 -5.114 0.2 0.0 0.1
O 1.735 1.633 -5.251 0.2 -0.8 -0.5
C 1.023 1.818 -4.081 -0.8 1.0 1.2
N 5.306 2.776 -4.728 -0.7 0.7 -0.2
H 3.880 3.759 -6.796 -0.5 -0.1 -0.3
H 3.871 4.988 -5.600 0.3 0.0 0.4
H 2.360 4.245 -5.885 0.0 -0.6 -0.2
H 3.533 3.344 -3.855 -0.7 -0.6 0.3
H 3.439 0.855 -4.350 -0.2 -0.1 0.6
H 3.437 1.071 -6.034 0.5 0.6 -0.3
H 1.383 1.351 -3.164 0.8 -0.3 -0.1
H -0.006 1.459 -4.124 0.1 0.0 -0.7
H 0.984 2.889 -3.882 -0.2 0.2 0.4
H 5.574 2.056 -4.073 -0.3 -0.7 0.0
H 5.456 3.595 -4.155 1.0 0.4 -0.2
C 3.569 3.000 6.598 0.2 -2.3 0.5
C 4.325 1.820 5.804 -1.6 1.4 -0.5
C 3.509 0.524 5.493 0.4 0.2 0.0
O 2.640 0.673 4.352 -0.3 0.2 0.8
C 1.358 0.062 4.525 0.3 1.0 -0.2
N 4.613 2.431 4.513 0.6 0.2 0.0
H 3.562 2.763 7.662 0.5 0.3 0.3
H 2.493 2.986 6.424 0.0 0.1 -0.8
H 3.989 3.982 6.383 0.1 -0.3 0.0
H 5.275 1.479 6.214 -0.2 0.3 0.7
H 3.009 0.129 6.377 -0.3 0.0 -0.1
H 4.255 -0.203 5.170 0.2 -0.3 0.2
H 0.702 0.698 5.119 0.1 -0.1 0.9
H 1.492 -0.942 4.928 -0.4 0.0 -0.1
H 0.819 0.135 3.580 0.4 -0.7 -0.4
H 3.816 2.151 3.960 0.2 0.2 -0.8
H 5.472 2.050 4.143 -0.2 -0.2 -0.4
C -3.669 -4.445 2.024 0.1 -0.6 0.9
C -3.710 -3.452 3.213 -0.1 0.4 -1.7
C -2.402 -3.444 3.998 0.3 0.1 -0.8
O -2.364 -2.363 4.903 -1.0 0.4 0.3
C -1.154 -2.257 5.631 0.5 -1.5 -1.0
N -4.062 -2.218 2.460 -0.5 1.0 1.3
H -2.834 -4.192 1.371 0.1 0.0 0.0
H -4.586 -4.383 1.438 0.0 0.1 0.1
H -3.559 -5.481 2.346 0.2 -0.1 0.0
H -4.518 -3.692 3.903 -0.2 0.1 -0.1
H -1.608 -3.435 3.252 0.5 0.8 -0.2
H -2.170 -4.426 4.410 -0.6 -0.2 0.9
H -1.019 -3.191 6.177 0.3 -0.2 0.2
H -1.005 -1.460 6.359 -0.9 0.5 -0.4
H -0.402 -2.208 4.844 0.7 0.1 0.4
H -4.062 -1.385 3.031 -0.6 -0.1 1.2
H -3.385 -1.838 1.815 0.7 -1.2 -0.9
C -0.261 -4.555 -4.203 -0.1 -0.8 0.2
C -1.121 -5.872 -4.055 -0.3 2.9 0.0
C -1.658 -6.082 -2.580 0.8 0.4 -0.1
O -2.762 -5.235 -2.035 1.5 0.5 -1.2
C -2.449 -3.847 -1.677 1.0 -0.8 0.1
N -2.274 -5.634 -4.892 -1.4 -0.3 -0.3
H -0.848 -3.717 -3.827 0.3 0.1 0.2
H 0.004 -4.309 -5.231 -0.5 -0.3 -0.3
H 0.724 -4.650 -3.745 -0.2 0.2 0.7
H -0.549 -6.649 -4.561 0.0 -0.6 1.0
H -0.761 -5.988 -1.969 -0.2 -0.1 0.7
H -2.046 -7.101 -2.548 -0.1 0.1 0.3
H -2.302 -3.126 -2.480 -0.8 -0.3 -0.6
H -1.470 -3.773 -1.204 0.2 -0.5 0.4
H -3.157 -3.447 -0.951 -0.3 -0.4 -0.2
H -2.887 -6.425 -4.754 0.0 -1.1 -0.7
H -2.887 -5.064 -4.326 0.0 1.4 0.0
C 4.707 1.121 1.672 0.0 -1.7 -1.0
C 5.205 0.605 0.274 -0.6 -0.1 -0.6
C 4.481 -0.707 -0.238 0.3 1.8 0.2
O 5.267 -1.102 -1.355 0.1 -2.7 0.2
C 4.793 -2.409 -1.849 -0.1 1.3 -0.2
N 5.073 1.680 -0.712 -1.2 0.9 0.0
H 4.958 0.376 2.426 0.3 0.1 0.1
H 3.619 1.062 1.650 -0.1 0.4 -0.1
H 5.009 2.106 2.030 0.3 0.0 -0.6
H 6.260 0.371 0.130 0.3 -0.7 1.4
H 3.455 -0.610 -0.593 -0.2 0.8 0.1
H 4.353 -1.415 0.581 0.8 -0.5 0.1
H 4.786 -3.276 -1.189 0.2 0.5 0.9
H 5.394 -2.763 -2.687 0.0 0.6 -0.2
H 3.755 -2.211 -2.115 -0.2 -0.4 -0.4
H 5.214 1.404 -1.674 0.2 -0.4 0.1
H 5.742 2.400 -0.480 0.1 0.1 -0.2
C 3.198 -5.535 -5.352 -1.7 -0.6 0.6
C 4.081 -4.432 -5.832 2.5 -0.8 0.4
C 3.627 -2.976 -5.629 -0.6 -1.3 0.1
O 2.430 -2.860 -6.358 0.5 -1.2 -0.6
C 1.602 -1.859 -5.923 -0.2 1.4 -0.2
N 5.410 -4.760 -5.141 -1.4 1.3 -0.3
H 3.411 -5.910 -4.351 0.2 0.5 0.3
H 3.284 -6.438 -5.956 0.0 0.1 -0.4
H 2.150 -5.235 -5.349 0.0 -0.1 -0.2
H 4.206 -4.644 -6.894 -0.1 0.7 -0.3
H 4.340 -2.237 -5.996 0.4 0.0 0.2
H 3.373 -2.807 -4.582 0.4 0.1 0.3
H 2.028 -0.874 -6.113 0.1 0.3 -0.3
H 1.482 -1.845 -4.840 -0.6 -0.5 0.2
H 0.693 -1.936 -6.521 -0.2 0.0 0.5
H 6.134 -4.138 -5.469 0.3 -0.3 -0.2
H 5.602 -5.730 -5.348 0.4 0.1 -0.1
```
Forces are in eV/Å.

Expectation value of S² ... 0.750
HOMO-LUMO gap (alpha / beta) ... 1.414 / 8.684 eV
Largest force on an atom ... 3.612 eV Å⁻¹
Spin multiplicity ... 2
Total energy ... -3007.85970 a.u.
Net charge ... -1
HOMO (alpha / beta) ... 0.676 / -6.619 eV

[2]
A molecular structure, C38H51BrNP3Sr in a non-equilibrium geometry, computed with wB97M-V/def2-TZVPD.

The geometry in XYZ format:
```
95
Properties=species:S:1:pos:R:3:forces:R:3
C -1.272 -5.468 -6.403 0.3 0.0 0.0
C -0.096 -5.056 -5.741 0.0 -0.3 -0.4
C 1.135 -5.521 -6.250 -0.3 0.0 0.0
C 1.130 -6.367 -7.366 -0.2 0.5 0.6
N 0.008 -6.742 -7.965 0.0 -0.4 -0.5
C -1.163 -6.315 -7.512 0.2 0.5 0.7
C -0.154 -4.186 -4.581 0.0 0.7 0.8
C -0.198 -3.443 -3.610 0.1 -0.8 -1.1
C -0.243 -2.557 -2.483 0.0 0.0 -0.1
C -1.094 -1.436 -2.494 -0.2 0.3 0.6
C -1.117 -0.537 -1.397 -0.1 0.3 -0.9
C -0.220 -0.758 -0.384 -0.3 -0.7 -1.2
C 0.562 -1.889 -0.265 0.8 -0.1 0.0
C 0.560 -2.795 -1.352 0.0 0.4 0.5
Sr -0.567 0.075 2.085 -0.9 -0.4 2.0
P 0.618 2.039 0.194 1.3 2.3 -2.5
H 2.078 -5.239 -5.793 -0.2 0.0 0.0
H -2.251 -5.143 -6.067 0.2 0.0 0.0
H 2.068 -6.743 -7.775 -0.3 0.1 0.1
H -2.059 -6.650 -8.037 0.2 0.1 0.1
H 1.194 -3.686 -1.315 -0.3 0.3 0.1
H -1.750 -1.254 -3.355 0.3 -0.1 0.5
H 1.185 -2.097 0.613 0.0 0.0 -0.4
H -1.815 0.301 -1.400 0.2 -0.1 -0.1
C 1.228 3.359 1.337 -0.4 -0.3 1.8
C 2.240 4.409 0.878 0.4 0.0 -0.7
H 1.645 2.819 2.206 -0.2 0.3 -0.1
H 0.322 3.858 1.723 0.2 -0.3 -0.1
H 2.318 5.175 1.658 -0.2 -0.3 0.0
H 3.246 4.001 0.743 -0.2 0.0 0.0
H 1.956 4.927 -0.041 0.1 -0.2 0.2
C 2.096 1.635 -0.821 0.3 -0.9 0.5
C 2.091 1.953 -2.311 -0.1 0.1 -0.3
H 2.230 0.549 -0.698 0.2 0.3 0.0
H 2.949 2.119 -0.321 -0.3 -0.2 -0.1
H 2.989 1.512 -2.762 -0.2 0.1 0.1
H 1.230 1.526 -2.837 0.1 0.0 0.1
H 2.121 3.029 -2.511 0.0 -0.2 0.1
C -0.508 2.944 -0.943 -1.1 -0.9 0.0
C -0.207 4.391 -1.323 0.3 0.5 -0.1
H -1.503 2.901 -0.470 0.2 0.0 -0.2
H -0.573 2.332 -1.854 0.0 0.1 0.2
H -0.965 4.724 -2.043 0.1 -0.2 0.2
H -0.257 5.079 -0.473 0.0 -0.2 -0.1
H 0.764 4.522 -1.812 -0.2 -0.1 0.1
Br -0.302 1.721 4.346 0.1 -0.3 -0.6
P 5.422 -1.467 1.830 0.1 -0.1 -0.1
C 5.121 0.138 0.960 0.1 -0.1 -0.1
C 6.160 1.200 1.323 0.0 0.3 -0.1
H 4.106 0.472 1.219 0.0 0.0 -0.2
H 5.153 -0.081 -0.116 0.0 0.1 0.2
H 6.157 1.999 0.573 0.1 0.0 0.2
H 5.947 1.656 2.296 0.1 -0.1 -0.1
H 7.172 0.779 1.360 -0.2 0.1 0.0
C 4.061 -1.444 3.078 0.3 0.1 0.1
C 4.423 -2.296 4.297 -0.3 0.0 0.3
H 3.143 -1.809 2.598 -0.1 0.1 0.1
H 3.914 -0.394 3.367 0.0 -0.2 0.1
H 3.826 -1.990 5.161 0.1 -0.2 0.0
H 4.229 -3.359 4.119 0.1 0.2 0.0
H 5.481 -2.184 4.560 -0.2 0.0 -0.1
C 4.695 -2.639 0.597 0.1 0.0 0.2
C 5.766 -3.296 -0.275 -0.1 -0.2 -0.2
H 3.973 -2.081 -0.016 -0.1 -0.2 0.0
H 4.151 -3.397 1.177 0.1 0.1 -0.1
H 5.368 -4.211 -0.725 0.1 0.1 0.0
H 6.083 -2.637 -1.089 0.0 -0.1 0.2
H 6.652 -3.567 0.311 -0.2 0.1 -0.1
C -3.583 -0.562 2.622 -0.1 -0.3 -0.1
P -3.601 0.930 1.517 -0.5 0.7 0.6
C -5.347 0.841 0.956 -0.3 -0.3 -0.8
C -5.661 -0.190 0.041 -0.1 0.3 0.4
C -6.990 -0.475 -0.265 0.0 0.0 -0.1
C -8.022 0.293 0.286 0.3 0.2 0.2
C -7.713 1.363 1.135 0.2 -0.1 -0.2
C -6.380 1.661 1.444 0.2 -0.2 0.1
C -3.623 2.298 2.737 0.2 0.4 -0.2
C -4.040 2.125 4.064 0.3 0.1 -0.1
C -3.920 3.174 4.976 0.0 0.1 -0.1
C -3.431 4.418 4.562 0.1 -0.3 -0.1
C -3.044 4.605 3.230 -0.1 0.1 0.0
C -3.153 3.562 2.314 0.0 -0.5 0.4
H -3.464 -1.465 2.000 -0.1 0.2 0.2
H -4.568 -0.615 3.106 0.4 -0.2 0.0
H -2.812 -0.533 3.418 -0.3 0.1 -0.2
H -4.856 -0.777 -0.410 -0.2 0.0 0.1
H -7.227 -1.306 -0.934 0.1 0.3 0.2
H -9.062 0.065 0.051 0.3 0.0 0.1
H -8.514 1.967 1.566 0.3 -0.1 -0.2
H -6.152 2.521 2.081 -0.1 -0.4 -0.1
H -4.432 1.163 4.402 0.2 0.3 -0.1
H -4.202 3.008 6.017 0.0 0.1 -0.3
H -3.345 5.234 5.282 0.0 -0.3 -0.3
H -2.646 5.571 2.907 -0.2 -0.3 0.1
H -2.866 3.714 1.269 0.0 0.0 0.3
```
Forces are in eV/Å.

HOMO-LUMO gap (alpha / beta) ... 3.918 / 2.056 eV
Largest force on an atom ... 3.693 eV Å⁻¹
Spin multiplicity ... 1
Total energy ... -5161.44177 a.u.
Net charge ... +2
HOMO (alpha / beta) ... -12.684 / -12.526 eV

[3]
A molecular structure, C3H6AuO3 in a non-equilibrium geometry, computed with wB97M-V/def2-TZVPD.

The geometry in XYZ format:
```
13
Properties=species:S:1:pos:R:3:forces:R:3
O 0.271 -1.812 -1.714 -1.6 -5.2 -5.2
Au 0.969 -0.874 -0.493 3.8 1.0 0.7
C 1.178 0.313 2.256 1.2 -0.1 2.0
O 0.515 0.035 1.014 -0.7 3.4 4.2
C -0.781 0.599 0.888 -2.2 0.7 0.5
C -1.069 0.648 -0.593 -0.2 -0.4 -0.9
O -2.033 0.388 -1.208 0.3 0.5 0.5
H 2.228 0.032 2.130 -0.2 0.1 0.1
H 1.094 1.383 2.482 0.0 -0.2 -0.3
H 0.721 -0.287 3.053 0.1 0.1 -0.3
H -0.808 1.623 1.293 0.1 -0.2 -0.1
H -1.535 -0.032 1.385 0.3 0.1 0.1
H -0.167 -1.516 -2.513 -0.9 0.3 -1.4
```
Forces are in eV/Å.

Expectation value of S² ... 3.761
HOMO-LUMO gap (alpha / beta) ... 8.300 / 6.235 eV
ΔE to the lowest compared entry with this formula, charge and spin ... 12.5 kJ/mol
Largest force on an atom ... 7.525 eV Å⁻¹
Spin multiplicity ... 4
Total energy ... -478.21507 a.u.
Net charge ... +2
HOMO (alpha / beta) ... -18.075 / -21.528 eV